Record 1
This record from OMol25 describes a molecular structure, C29H24MnN9OS in a non-equilibrium geometry. The level of theory is ωB97M-V with the def2-TZVPD basis set.

The geometry in XYZ format:
```
65
Properties=species:S:1:pos:R:3:forces:R:3
Mn 0.464431 0.029205 -0.190623 0.9 0.9 0.4
N -3.495769 1.952805 -0.485323 0.3 0.1 -0.5
C -2.201269 1.711505 -0.802023 0.0 -0.1 0.4
N -1.330569 1.232905 0.030677 -1.0 1.0 -0.4
C -1.702269 1.023805 1.350777 0.8 -0.3 1.0
N -0.825569 0.508205 2.184277 -2.1 0.5 0.7
N 0.310231 0.164905 1.639477 0.5 0.1 0.5
C 1.289931 -0.395495 2.332077 0.7 -0.4 1.1
C 2.502431 -0.612095 1.653977 0.6 0.0 0.2
C 3.602131 -1.301495 2.212977 -0.1 0.1 0.0
C 4.716331 -1.530895 1.448477 -0.2 0.1 -0.1
C 4.765731 -1.020195 0.146777 -0.1 0.1 -0.1
C 3.667231 -0.326295 -0.327223 0.2 -0.1 0.0
N 2.549631 -0.152295 0.368477 0.7 -0.2 0.7
C -3.042769 1.336605 1.785977 -0.6 0.2 -0.1
C -3.477269 1.177505 3.101477 -0.1 0.1 -0.3
C -4.805869 1.385805 3.417677 0.1 0.0 0.1
C -5.711469 1.774005 2.443177 0.0 0.1 -0.3
C -5.291469 1.983105 1.138577 0.0 0.0 0.1
C -3.963469 1.764705 0.811377 0.1 -0.2 0.7
H -4.139869 2.295805 -1.185623 0.3 -0.1 0.1
H -1.903569 1.923105 -1.820423 0.0 -0.1 -0.1
H 1.156131 -0.641295 3.381277 0.0 0.0 -0.1
H 3.549031 -1.647295 3.231677 -0.1 -0.1 0.2
H 5.551631 -2.083995 1.847177 0.1 0.0 0.1
H 5.637831 -1.157295 -0.472123 0.0 0.0 -0.1
H 3.680731 0.098805 -1.323823 0.0 0.0 -0.1
H -2.758569 0.886705 3.847877 0.1 -0.1 0.1
H -5.143669 1.243105 4.429777 0.0 0.0 0.2
H -6.748769 1.921605 2.694277 -0.1 0.0 0.0
H -5.987869 2.312205 0.381077 -0.1 0.0 -0.1
O -0.761669 -0.397895 -3.799423 -0.1 -0.2 0.4
C -0.468969 -0.510395 -2.609323 -0.2 -0.2 -1.5
N 0.493131 0.174205 -1.995023 -0.1 0.0 -1.8
C 1.142531 1.223105 -2.731923 0.1 0.1 -0.3
C 1.707031 2.187805 -1.734123 0.1 0.2 0.1
C 2.592531 3.197405 -2.090123 -0.1 0.1 0.1
C 3.039531 4.076605 -1.120423 -0.1 -0.2 0.1
C 2.587831 3.904005 0.181977 -0.1 0.0 0.0
C 1.731231 2.855105 0.460477 0.0 0.1 0.1
N 1.301231 2.001705 -0.471823 0.5 1.0 -0.5
C -1.183569 -1.487095 -1.729723 -1.0 -0.7 -0.3
C -1.822069 -2.588095 -2.293423 0.1 0.2 0.0
C -2.462469 -3.492395 -1.462523 0.2 0.2 0.2
C -2.482769 -3.235295 -0.097323 -0.1 0.1 -0.2
C -1.858169 -2.095395 0.376577 0.0 0.1 0.2
N -1.189369 -1.256295 -0.413823 -0.8 -0.9 -0.6
H 0.425131 1.720605 -3.404323 0.2 -0.1 0.1
H 1.937231 0.824105 -3.377023 -0.1 0.1 0.0
H 2.915231 3.288405 -3.115023 0.0 0.0 -0.1
H 3.725531 4.873305 -1.369823 0.0 0.0 0.0
H 2.903831 4.563805 0.973977 0.0 0.0 0.1
H 1.379731 2.682405 1.470977 0.0 -0.1 0.0
H -1.791369 -2.720095 -3.364423 0.0 0.1 -0.1
H -2.939169 -4.371295 -1.867923 0.0 -0.1 0.0
H -2.991369 -3.891095 0.590677 0.0 -0.1 0.1
H -1.887769 -1.837095 1.428977 0.1 0.0 0.0
S 1.731531 -4.564595 0.092777 -0.1 0.6 -0.2
C 2.138231 -3.898395 -1.434223 -0.1 0.0 0.2
C 1.760531 -2.597895 -1.498423 0.3 -0.5 -0.3
N 1.169231 -2.112695 -0.372123 0.1 -1.0 0.3
C 1.088231 -3.037895 0.537277 0.2 -0.6 -0.1
H 2.625131 -4.485995 -2.185023 0.1 -0.1 -0.2
H 1.878931 -1.958995 -2.354523 0.1 0.1 -0.1
H 0.651831 -2.891395 1.505977 -0.1 0.1 0.2
```
Positions in Å, forces in eV/Å.

Results
Frontier orbital gap (spin up / spin down), eV: 5.644 / 7.156
Relative energy (zero: lowest compared OMol25 entry of this formula, charge and spin), eV: 0.000
Total charge: +1
Max |F|, hartree/bohr: 0.0443
Multiplicity: 6
Calculated total energy, Ha: -3236.5840
Expectation value of S²: 8.84

***

Record 2
This record from OMol25 describes 7 unconnected molecules or ions with the total composition C7H28N10O7 in a non-equilibrium geometry. The level of theory is ωB97M-V with the def2-TZVPD basis set.

The geometry in XYZ format:
```
52
Properties=species:S:1:pos:R:3:forces:R:3
N 3.094650 1.851636 0.401365 -0.8 1.9 1.8
C 2.428472 0.937425 -0.304935 0.0 -3.1 -2.2
N 3.298640 0.311169 -1.284255 -1.0 0.0 1.1
O 1.231275 0.596185 -0.165074 2.2 0.7 -0.3
H 3.863312 2.269184 -0.087756 0.2 0.3 0.2
H 2.560775 2.455968 1.074535 0.9 -0.9 -1.3
H 4.314019 0.252247 -1.098816 -1.2 0.2 0.1
H 2.916096 -0.564876 -1.683255 0.0 0.7 0.3
N -1.368026 -1.319608 0.998801 0.3 -1.5 0.0
C -2.258672 -2.356343 1.024944 2.3 -1.3 -0.3
N -3.503090 -2.127638 1.426776 -1.6 -1.6 -0.1
O -1.831827 -3.482203 0.727627 -0.2 0.2 -0.1
H -0.410335 -1.590959 0.886205 0.2 0.1 -0.2
H -1.553819 -0.372233 1.086747 -0.6 1.7 0.3
H -3.801568 -1.214776 1.230730 -1.1 1.6 -0.2
H -4.172053 -2.852212 1.099764 0.8 0.8 0.5
N -0.571913 -1.773495 -2.027863 -0.7 1.0 -0.3
C 0.663704 -2.232457 -1.864155 2.1 -0.4 0.8
N 0.929449 -3.161290 -0.842661 -1.1 2.4 -1.9
O 1.600110 -1.777553 -2.553605 -0.1 -0.2 0.2
H -0.606041 -0.770887 -2.316292 -0.4 -1.0 0.2
H -1.273748 -2.076600 -1.379784 -0.2 0.0 0.2
H 1.770809 -3.646302 -0.984014 0.9 -0.8 0.1
H 0.125370 -3.568997 -0.436642 -0.7 -0.9 0.7
N -3.223108 1.697828 1.554120 1.3 1.0 0.7
C -3.616038 1.157270 0.402990 -1.7 -1.1 -1.7
N -2.999963 1.568118 -0.748565 -0.8 -1.0 -1.4
O -4.586800 0.375138 0.403326 0.7 0.3 -0.3
H -2.301931 2.097622 1.633644 0.0 0.2 -0.3
H -3.527117 1.182391 2.332932 -0.6 -0.4 1.1
H -2.034491 1.757191 -0.750374 1.2 0.7 0.6
H -3.161356 1.042337 -1.632306 -0.5 0.4 1.4
N -0.567398 2.262641 -4.682469 -0.8 -1.0 2.2
C -0.225675 1.419989 -3.647629 0.5 0.0 -0.5
N 1.100850 1.040903 -3.522655 0.0 -0.5 -1.0
O -1.091691 1.037032 -2.863415 0.2 -0.1 0.0
H -1.566362 2.347118 -4.754487 0.1 0.4 -0.4
H 0.056264 2.526132 -5.380277 0.8 0.4 -1.2
H 1.704068 1.203281 -4.348102 -0.7 -0.1 0.8
H 1.196395 0.052298 -3.205121 0.1 0.8 0.1
C 3.192468 -1.355564 4.333803 -1.9 -0.4 -0.6
O 2.317954 -1.765934 3.277651 1.9 0.5 -1.1
H 3.659979 -0.418961 4.148192 0.0 1.1 -0.4
H 2.658716 -1.337240 5.258722 -0.2 0.1 0.8
H 3.970739 -2.049159 4.378576 1.2 -1.3 0.3
H 1.415532 -1.900527 3.482989 -1.1 0.0 0.9
C 0.077919 2.097825 2.241849 -1.4 -0.7 0.7
O -0.443533 2.291159 0.942729 0.2 0.4 0.2
H -0.431188 1.237300 2.743793 0.5 0.1 -0.4
H 1.158823 1.896044 2.335611 -0.5 0.5 -0.2
H -0.313956 2.945582 2.792108 0.8 0.4 0.5
H 0.135316 1.806814 0.343961 0.3 -0.7 -0.5
```
Positions in Å, forces in eV/Å.

Results
Frontier orbital gap, eV: 10.063
Relative energy (zero: lowest compared OMol25 entry of this formula, charge and spin), eV: 0.198
Total charge: 0
Max |F|, hartree/bohr: 0.0739
Calculated total energy, Ha: -1357.9386
SMILES: NC(N)=O.NC(N)=O.NC(N)=O.NC(N)=O.NC(N)=O.CO.CO

***

Record 3
This record from OMol25 describes 2 unconnected molecules or ions with the total composition C16H26N3 in a non-equilibrium geometry. The level of theory is ωB97M-V with the def2-TZVPD basis set.

The geometry in XYZ format:
```
45
Properties=species:S:1:pos:R:3:forces:R:3
C 2.470810 -1.146864 -1.650788 0.6 0.3 -0.1
N 1.207566 -1.819753 -1.536048 -0.1 0.2 0.4
C 1.272825 -3.235659 -1.805641 0.1 -0.3 -0.4
C 0.043196 -3.945142 -1.302406 0.0 -0.3 0.1
C -1.190702 -3.242692 -1.805755 -0.1 -0.3 -0.4
N -1.133902 -1.827022 -1.533876 0.1 0.1 0.4
C -2.398517 -1.156149 -1.638483 -0.5 0.3 -0.1
C 0.034022 -1.101886 -1.556727 0.0 0.7 0.4
C 0.023809 0.288607 -1.471395 0.1 -0.7 0.0
H 2.507097 -0.257866 -1.011110 0.0 -0.2 -0.1
H 3.262953 -1.835115 -1.321525 -0.2 0.3 -0.1
H 2.691918 -0.841034 -2.688156 0.0 0.0 0.3
H 1.386517 -3.402380 -2.890938 0.0 -0.1 0.2
H 2.172939 -3.625413 -1.315646 -0.2 0.0 -0.1
H 0.046407 -4.974692 -1.664455 0.0 0.0 0.1
H 0.043890 -3.977036 -0.207967 0.0 0.0 -0.1
H -1.301620 -3.408416 -2.891558 0.0 -0.1 0.2
H -2.088524 -3.638071 -1.316029 0.2 0.0 -0.1
H -2.437365 -0.278860 -0.982595 -0.1 -0.2 -0.2
H -2.616283 -0.831253 -2.671015 0.0 0.0 0.3
H -3.189035 -1.851412 -1.321877 0.2 0.3 -0.1
H -0.914263 0.820686 -1.558812 0.3 0.0 -0.2
H 0.959915 0.822226 -1.597399 -0.4 0.0 0.0
C 0.179686 -1.167530 2.233557 -0.2 -0.6 -0.3
N 0.313157 0.281432 2.061320 -1.0 0.9 -0.8
C 1.428942 0.920954 2.757075 0.6 0.1 0.2
C -0.557787 0.957874 1.336841 0.3 -1.2 1.1
C -0.570309 2.407414 1.250400 0.2 1.5 -0.4
C 0.570980 3.113198 0.800302 -0.4 -0.2 0.3
C 0.560884 4.503401 0.741205 -0.1 0.0 0.0
C -0.585353 5.220176 1.106994 -0.1 -0.4 0.0
C -1.732430 4.533688 1.532931 0.2 0.1 -0.1
C -1.734628 3.142507 1.597844 0.5 -0.6 -0.2
H 1.044882 -1.522585 2.796701 -0.3 0.0 -0.2
H -0.740788 -1.426019 2.777052 0.3 0.2 -0.1
H 0.152074 -1.666879 1.256138 0.1 0.2 0.2
H 1.882008 0.161885 3.401093 -0.1 0.3 -0.1
H 2.189044 1.270581 2.045946 -0.2 -0.2 0.3
H 1.101869 1.769164 3.372467 -0.1 -0.2 -0.3
H -1.429199 0.390416 0.987460 0.4 0.2 0.1
H 1.448588 2.548832 0.481842 -0.2 0.3 0.0
H 1.457101 5.028138 0.405435 -0.3 -0.1 0.1
H -0.587054 6.310795 1.052844 0.0 -0.4 0.0
H -2.629354 5.093771 1.807625 0.3 -0.2 -0.1
H -2.615946 2.593997 1.937124 0.2 0.3 -0.1
```
Positions in Å, forces in eV/Å.

Results
Frontier orbital gap, eV: 6.448
Relative energy (zero: lowest compared OMol25 entry of this formula, charge and spin), eV: 0.577
Total charge: +1
Max |F|, hartree/bohr: 0.0319
Calculated total energy, Ha: -789.2624

***

Record 4
This record from OMol25 describes a molecular structure, C15H22ClHgIN4O2P. The level of theory is ωB97M-V with the def2-TZVPD basis set.

The geometry in XYZ format:
```
47
Properties=species:S:1:pos:R:3:forces:R:3
Hg 1.397293 0.787574 -0.998613 0.0 0.0 0.0
Cl 3.948665 -4.377573 3.241660 0.0 0.0 0.0
C 2.620623 -3.566433 2.510380 0.0 0.0 0.0
C 1.677125 -2.980150 3.338241 0.0 0.0 0.0
C 0.602506 -2.308757 2.797360 -0.1 0.1 0.1
I -0.800945 -1.403849 4.012051 0.1 0.0 0.0
C 0.409168 -2.179530 1.359019 0.1 0.0 0.0
O -0.511495 -1.537478 0.880587 -0.1 0.0 0.0
C 1.421256 -2.858056 0.504532 0.1 0.0 0.0
N 1.230087 -2.781881 -0.814002 0.0 0.0 0.0
C 2.125221 -3.338068 -1.606424 0.0 0.0 0.0
C 3.260533 -4.007747 -1.137546 0.0 0.0 0.0
C 3.458052 -4.102957 0.215511 0.0 0.0 0.0
C 2.520259 -3.519585 1.081875 0.0 0.0 0.0
H 1.800495 -3.050337 4.409744 0.0 0.0 0.0
H 1.938871 -3.255296 -2.671212 0.0 0.0 0.0
H 3.962794 -4.440150 -1.836623 0.0 0.0 0.0
H 4.320053 -4.615074 0.619447 0.0 0.0 0.0
C -1.959450 -1.396548 -1.936522 0.0 -0.1 0.0
N -2.947368 -0.448244 -1.446192 0.0 0.1 0.2
C -4.058330 -1.054354 -0.741243 0.0 0.0 0.0
P -2.694175 1.185921 -1.535756 -0.1 -0.1 -0.1
O -1.349464 1.475989 -2.079034 0.0 0.0 0.0
N -3.092104 1.747373 -0.019031 0.0 0.0 0.0
C -3.224511 3.187607 0.162950 0.0 0.1 0.0
C -2.431382 1.117733 1.120300 0.0 0.0 0.0
N -3.862732 1.932568 -2.469119 0.0 0.0 -0.1
C -5.274310 1.760412 -2.178287 0.0 0.0 0.0
C -3.583658 2.033860 -3.894857 0.0 0.0 0.0
H -2.419774 -2.077607 -2.660353 0.0 0.0 0.0
H -1.536692 -1.978992 -1.114384 -0.1 0.0 -0.1
H -1.143067 -0.862403 -2.414862 0.0 0.0 0.0
H -4.641661 -1.695887 -1.409995 0.0 0.0 0.0
H -4.716443 -0.293585 -0.327935 0.0 0.0 0.0
H -3.697914 -1.676102 0.087115 0.0 0.0 0.0
H -3.739988 3.631878 -0.684570 0.0 0.0 0.0
H -2.247780 3.673800 0.267979 0.0 0.0 0.0
H -3.801621 3.379877 1.070388 0.0 0.0 0.0
H -2.303949 0.051871 0.963180 0.0 0.0 0.0
H -3.035408 1.276574 2.017276 0.0 0.0 0.0
H -1.434741 1.539620 1.295470 0.0 0.0 0.0
H -5.445578 1.782820 -1.103475 0.0 0.0 0.0
H -5.673454 0.818498 -2.578421 0.0 0.0 0.0
H -5.836988 2.579853 -2.632209 0.0 0.0 0.0
H -2.519796 2.193353 -4.046039 0.0 0.0 0.0
H -4.134203 2.881309 -4.310041 0.0 0.0 0.0
H -3.889192 1.130062 -4.438925 0.0 0.0 0.0
```
Positions in Å, forces in eV/Å.

Results
Frontier orbital gap (spin up / spin down), eV: 7.768 / 5.725
Total charge: 0
Max |F|, hartree/bohr: 0.0032
Multiplicity: 2
Calculated total energy, Ha: -2206.9949
Expectation value of S²: 0.79

***

Q: The highest max |F| belongs to which entry?
A: C7H28N10O7

***

Q: What is the formula in the third record?
A: C16H26N3

***

Q: The highest max |F| belongs to which entry?
A: C7H28N10O7

***

Q: Which of these has the highest calculated total energy?
A: C16H26N3